[1]
Below is a 2-piece molecular cluster, C6H8N2O overall at a distorted geometry, with properties calculated with ωB97M-V with the def2-TZVPD basis set.

Each line ends with the natural charge from an NBO analysis.
CARTESIAN COORDINATES (ANGSTROEM)
C (0.592, -0.793, 0.432)  -0.103
C (0.298, -2.159, -0.408)  -0.051
C (-0.202, -3.248, -0.568)  -0.249
C (-0.706, 0.174, 0.151)  -0.038
C (-1.175, 0.915, -1.136)  -0.265
C (0.767, 2.340, -0.514)  0.539
H (0.736, 0.093, 2.114)  0.358
H (-0.523, -0.894, 2.193)  0.323
H (1.435, -0.036, -0.107)  0.241
H (-0.205, -4.432, -0.500)  0.272
H (-1.394, 0.011, 0.994)  0.199
H (-2.240, 1.272, -0.960)  0.245
H (-0.460, 0.916, -2.131)  0.267
H (1.970, 1.966, 0.263)  0.099
N (0.696, -0.959, 1.841)  -0.752
N (-0.407, 1.713, -0.086)  -0.496
O (0.819, 3.122, -1.579)  -0.591

The HOMO energy comes out at -10.0 eV. The calculated total energy comes out at -417.850911 hartree. As for the spin multiplicity: 1. For the relative energy (zero: lowest compared OMol25 entry of this formula, charge and spin), the calculation gives 208.6 kcal per mole. The calculation puts the molar mass at 124.14 g mol⁻¹.

[2]
Below is one molecule with the formula C6H8N2O at a distorted geometry, with properties calculated with ωB97M-V with the def2-TZVPD basis set.

Each line ends with the natural charge from an NBO analysis.
CARTESIAN COORDINATES (ANGSTROEM)
H (-2.981, -1.585, -0.016)  0.344
N (-2.863, -0.599, -0.196)  -0.653
C (-1.641, -0.287, -0.086)  0.664
O (-0.759, -1.220, 0.327)  -0.515
C (0.500, -1.262, -0.246)  0.085
C (1.696, -0.700, 0.475)  -0.432
C (1.099, 0.037, -0.721)  -0.279
C (0.260, 1.273, -0.584)  -0.070
C (-0.340, 1.545, 0.733)  -0.243
N (-1.195, 1.013, -0.317)  -0.436
H (0.576, -2.175, -0.858)  0.200
H (1.561, -0.334, 1.484)  0.229
H (2.655, -1.260, 0.291)  0.229
H (1.637, 0.004, -1.682)  0.236
H (0.432, 2.068, -1.291)  0.229
H (-0.126, 0.897, 1.622)  0.203
H (-0.512, 2.585, 1.067)  0.212

The HOMO energy comes out at -9.7 eV. The calculated total energy comes out at -418.084477 hartree. As for the spin multiplicity: 1. For the relative energy (zero: lowest compared OMol25 entry of this formula, charge and spin), the calculation gives 62.0 kcal per mole. The calculation puts the molar mass at 124.14 g mol⁻¹.

[3]
Below is one molecule with the formula C6H8N2O at a distorted geometry, with properties calculated with ωB97M-V with the def2-TZVPD basis set.

Each line ends with the natural charge from an NBO analysis.
CARTESIAN COORDINATES (ANGSTROEM)
C (-1.217, 0.341, -0.954)  -0.065
C (0.910, -1.994, 0.154)  0.720
C (-1.011, -0.693, 1.346)  -0.450
C (-1.763, -0.351, 0.069)  -0.181
C (0.170, -1.707, 1.207)  -0.564
C (2.006, 1.486, -0.579)  -0.476
N (0.057, 0.737, -1.090)  -0.147
N (0.686, 1.401, -0.231)  -0.163
O (1.615, -2.106, -0.778)  -0.464
H (-1.707, 0.352, -1.922)  0.200
H (-0.404, 0.183, 1.550)  0.242
H (-1.527, -0.945, 2.294)  0.236
H (-2.705, -0.855, -0.202)  0.214
H (0.015, -2.486, 1.890)  0.257
H (2.200, 0.880, -1.526)  0.227
H (2.525, 2.430, -0.342)  0.218
H (2.456, 0.909, 0.313)  0.197

The HOMO energy (alpha / beta) comes out at -6.7 / -8.8 eV. The calculated total energy comes out at -417.942067 hartree. As for the spin multiplicity: 3. For the relative energy (zero: lowest compared OMol25 entry of this formula, charge and spin), the calculation gives 41.5 kcal per mole. The calculation puts the molar mass at 124.14 g mol⁻¹.

[4]
Below is one molecule with the formula C6H8N2O2 at a distorted geometry, with properties calculated with ωB97M-V with the def2-TZVPD basis set.

Each line ends with the natural charge from an NBO analysis.
CARTESIAN COORDINATES (ANGSTROEM)
C (1.426, 0.366, 0.571)  -0.651
C (-0.023, 0.081, 0.336)  0.277
C (-0.894, 1.315, 0.693)  -0.663
O (-0.132, -1.000, 1.272)  -0.287
O (-1.392, -1.636, 1.302)  -0.467
C (-0.247, -0.401, -1.156)  -0.481
C (-0.303, 0.581, -2.206)  0.291
N (-0.287, 1.475, -2.913)  -0.266
C (0.677, -1.417, -1.483)  0.289
N (1.341, -2.281, -1.761)  -0.263
H (1.831, -0.444, 1.205)  0.258
H (1.683, 1.338, 1.118)  0.234
H (2.085, 0.319, -0.435)  0.230
H (-1.961, 0.893, 0.615)  0.236
H (-0.446, 2.137, 0.070)  0.245
H (-0.835, 1.674, 1.786)  0.239
H (-1.319, -2.157, 2.142)  0.481
H (-1.203, -0.843, -1.156)  0.298

The HOMO energy comes out at -10.4 eV. The calculated total energy comes out at -493.253996 hartree. As for the spin multiplicity: 1. For the relative energy (zero: lowest compared OMol25 entry of this formula, charge and spin), the calculation gives 121.0 kcal per mole. The calculation puts the molar mass at 140.14 g mol⁻¹.